{"formula": "C23H34BMoNO2S3Si2", "method": "the ωB97M-V functional and the def2-TZVPD basis", "symbols": ["Mo", "C", "Si", "C", "C", "C", "C", "C", "C", "C", "C", "N", "Si", "C", "C", "C", "H", "H", "H", "H", "H", "H", "H", "H", "H", "H", "H", "H", "H", "H", "H", "H", "H", "H", "H", "H", "H", "H", "S", "C", "S", "S", "C", "C", "C", "C", "C", "C", "C", "C", "O", "B", "O", "C", "C", "H", "H", "H", "H", "H", "H", "H", "H", "H", "H", "H", "H"], "coordinates": [[0.897489, -2.047367, -1.006125], [-1.029168, -0.392950, 1.781545], [0.830530, -0.484981, 1.914335], [1.346037, -0.709777, 3.689376], [1.794393, 0.955999, 1.227468], [1.506983, -2.069450, 0.882550], [2.973572, -1.961602, 0.638156], [4.102296, -1.937262, 1.434979], [5.319934, -1.783718, 0.784410], [5.372398, -1.660066, -0.602160], [4.201482, -1.698196, -1.331550], [3.031734, -1.849523, -0.695377], [0.990995, -3.935295, 1.488869], [-0.868852, -4.047802, 1.540576], [1.865014, -5.124924, 0.343630], [1.723060, -4.157966, 3.181850], [-1.345051, 0.652747, 1.777887], [-1.491015, -0.867841, 2.648873], [-1.471792, -0.859870, 0.899033], [1.085816, 0.241424, 4.167606], [2.417336, -0.846105, 3.828019], [0.807883, -1.485724, 4.226822], [1.257182, 1.879923, 1.453717], [1.967461, 0.958304, 0.151198], [2.765655, 1.013053, 1.723306], [4.037439, -2.031861, 2.508380], [6.237900, -1.757837, 1.356935], [6.316437, -1.540228, -1.113272], [4.192248, -1.612473, -2.409708], [-1.410114, -3.586494, 0.712569], [-1.247912, -3.581144, 2.451833], [-1.166188, -5.098462, 1.566516], [1.818563, -4.917369, -0.726812], [1.434113, -6.119797, 0.482563], [2.920768, -5.193785, 0.614604], [1.314006, -3.521403, 3.959452], [2.810119, -4.081646, 3.184906], [1.474559, -5.192817, 3.442403], [-0.566308, -3.259870, -4.872723], [0.096099, -2.908638, -3.478350], [1.625877, -2.074697, -3.143038], [-0.514013, -3.510049, -1.865744], [-4.107830, 5.287026, -0.437958], [-3.101003, 4.986952, -1.555738], [-1.863739, 5.857331, -1.340024], [-3.716974, 5.339840, -2.916272], [-2.758042, 3.497411, -1.543098], [-3.798862, 2.561229, -1.690059], [-3.600332, 1.190318, -1.706765], [-2.291634, 0.779125, -1.565295], [-1.777541, -0.526978, -1.542605], [-0.438333, -0.328234, -1.368729], [-0.050506, 0.971896, -1.299395], [-1.261857, 1.678348, -1.421585], [-1.446692, 3.044418, -1.406586], [-4.348835, 6.350435, -0.436096], [-3.699816, 5.034593, 0.542303], [-5.042574, 4.742013, -0.567498], [-2.158946, 6.906196, -1.337914], [-1.128251, 5.731568, -2.136671], [-1.381117, 5.655041, -0.381625], [-3.954845, 6.403401, -2.951374], [-4.640776, 4.790835, -3.100210], [-3.025599, 5.122295, -3.731778], [-4.809223, 2.928628, -1.800846], [-4.413240, 0.488743, -1.824264], [-0.608402, 3.715112, -1.299434]], "forces_ev_per_angstrom": [[0.2, -0.3, 0.4], [0.0, 0.0, -0.1], [0.0, -0.1, 0.1], [-0.1, 0.1, 0.0], [0.0, 0.0, -0.1], [0.3, 0.1, 0.1], [-0.1, 0.0, 0.3], [-0.1, 0.0, -0.1], [0.0, 0.0, 0.0], [0.0, 0.0, 0.0], [0.0, 0.0, 0.1], [0.3, 0.1, -0.1], [-0.1, 0.0, 0.0], [0.0, 0.1, 0.0], [0.0, 0.0, -0.1], [0.0, 0.0, -0.1], [0.0, 0.0, 0.0], [0.0, 0.0, 0.0], [0.0, 0.0, 0.0], [0.0, 0.0, 0.0], [0.0, 0.0, 0.0], [0.0, 0.0, 0.0], [0.0, 0.0, 0.0], [-0.1, 0.0, 0.0], [0.0, 0.0, 0.0], [0.0, 0.0, 0.0], [0.0, 0.0, 0.0], [0.0, 0.0, 0.0], [0.0, 0.0, 0.0], [0.0, 0.0, 0.0], [0.0, 0.0, 0.0], [0.0, 0.0, 0.0], [0.0, 0.0, 0.0], [0.0, 0.0, 0.0], [0.0, 0.0, 0.0], [0.0, 0.0, 0.0], [0.0, 0.0, 0.0], [0.0, 0.0, 0.0], [0.0, 0.2, 0.1], [0.1, -0.3, 0.0], [0.0, 0.3, -0.3], [-0.5, -0.2, -0.1], [0.0, 0.0, 0.0], [0.1, 0.0, 0.0], [0.0, 0.0, 0.0], [0.0, 0.0, 0.0], [0.0, 0.0, 0.0], [0.0, 0.0, 0.0], [0.1, 0.0, 0.0], [-0.1, -0.2, 0.0], [-0.1, 0.3, -0.1], [-0.1, -0.1, -0.1], [-0.2, 0.1, 0.0], [0.2, 0.1, 0.0], [-0.1, -0.1, 0.0], [0.0, 0.0, 0.0], [0.0, 0.0, 0.0], [0.0, 0.0, 0.0], [0.0, 0.0, 0.0], [0.0, 0.0, 0.0], [0.0, 0.0, 0.0], [0.0, 0.0, 0.0], [0.0, 0.0, 0.0], [0.0, 0.0, 0.0], [0.0, 0.0, 0.0], [0.0, 0.0, 0.0], [0.0, 0.0, 0.0]], "e_above_lowest_kcal_mol": 0.0, "mol_weight_g_mol": 615.66, "charge": 2, "homo_lumo_gap_ev": 4.7658, "e_homo_ha": -0.5007, "largest_force_ev_per_a": 0.5}

=====

{"formula": "C23H34BrMnN5O2SSiTe", "method": "the ωB97M-V functional and the def2-TZVPD basis", "symbols": ["Mn", "Br", "C", "C", "C", "C", "C", "N", "C", "O", "O", "H", "H", "H", "C", "Si", "C", "C", "C", "C", "C", "C", "N", "C", "S", "H", "H", "H", "H", "H", "H", "H", "H", "H", "H", "H", "H", "C", "C", "N", "C", "N", "C", "C", "C", "N", "C", "H", "H", "H", "H", "H", "H", "H", "H", "H", "H", "H", "H", "H", "C", "Te", "C", "H", "H", "H", "H", "H", "H"], "coordinates": [[0.335437, -0.068865, 0.157448], [1.993007, -2.940578, -0.432593], [2.177477, -2.185688, 1.284334], [3.016316, -2.737473, 2.236382], [3.052489, -2.137098, 3.486651], [2.241480, -1.039739, 3.750243], [1.437835, -0.566242, 2.734365], [1.425213, -1.121232, 1.513597], [0.451148, 0.560764, 2.922614], [0.298155, 1.079824, 4.003232], [-0.236578, 0.847508, 1.841203], [3.611207, -3.608494, 2.004481], [3.699333, -2.538462, 4.255289], [2.210848, -0.557413, 4.716884], [-2.948739, -3.446315, -2.531208], [-4.057004, -1.948081, -2.601502], [-4.829598, -1.743565, -4.278634], [-5.370146, -2.020554, -1.281218], [-2.878928, -0.441303, -2.357130], [-2.705576, 0.482603, -3.403297], [-1.714872, 1.448627, -3.369344], [-0.823664, 1.455567, -2.308476], [-0.956236, 0.595100, -1.301135], [-1.987323, -0.263970, -1.313315], [-1.983628, -1.211096, 0.225889], [-3.530147, -4.348743, -2.732385], [-2.480950, -3.576946, -1.552711], [-2.158907, -3.392161, -3.283161], [-5.488377, -2.594359, -4.466600], [-4.090451, -1.729266, -5.081813], [-5.442132, -0.842861, -4.354167], [-6.049631, -2.842508, -1.520008], [-5.972763, -1.111326, -1.241708], [-4.957363, -2.226039, -0.293591], [-3.361029, 0.435995, -4.263537], [-1.605448, 2.165380, -4.170873], [0.014121, 2.136846, -2.247672], [4.405470, 3.081262, 2.046486], [2.916114, 3.300300, 2.210531], [2.193628, 2.392759, 1.323234], [2.694228, 1.794781, 0.221652], [1.887554, 0.989512, -0.466451], [2.388307, 0.515173, -1.759150], [3.855409, 0.143289, -1.668873], [4.625776, 1.376384, -1.246531], [3.968642, 2.043215, -0.122350], [4.736400, 3.084327, 0.567446], [4.699371, 2.124035, 2.483124], [4.955994, 3.867218, 2.560618], [2.659399, 4.335256, 1.970660], [2.594464, 3.105036, 3.233484], [1.192308, 2.338515, 1.419624], [2.250297, 1.281031, -2.532209], [1.792324, -0.349692, -2.068647], [4.234672, -0.217510, -2.624376], [3.983370, -0.653236, -0.932499], [4.712745, 2.079293, -2.080332], [5.637025, 1.114306, -0.933430], [4.527488, 4.061719, 0.122047], [5.790421, 2.867865, 0.402736], [-2.447900, -0.462599, 3.493158], [-2.881830, 0.513933, 1.674520], [-4.891729, -0.141798, 1.650159], [-1.846522, 0.214667, 4.093847], [-1.891192, -1.370315, 3.266922], [-3.396097, -0.704481, 3.965308], [-5.395174, 0.425381, 2.434620], [-4.945944, -1.206683, 1.859905], [-5.339570, 0.089226, 0.688223]], "forces_ev_per_angstrom": [[0.0, 0.0, 0.0], [0.0, 0.0, 0.0], [0.0, 0.0, 0.0], [0.0, 0.0, 0.0], [0.0, 0.0, 0.0], [0.0, 0.0, 0.0], [0.0, 0.0, 0.0], [0.0, 0.0, 0.0], [0.0, 0.0, -0.1], [0.0, 0.0, 0.0], [0.0, -0.1, 0.0], [0.0, 0.0, 0.0], [0.0, 0.0, 0.0], [0.0, 0.0, 0.0], [0.0, 0.0, 0.0], [0.0, 0.0, 0.0], [0.0, 0.0, 0.0], [0.0, 0.0, 0.0], [0.0, 0.0, 0.0], [0.0, 0.0, 0.0], [0.0, 0.0, 0.0], [0.0, 0.0, 0.0], [0.1, 0.0, 0.0], [0.0, 0.0, 0.0], [0.0, 0.0, -0.1], [0.0, 0.0, 0.0], [0.0, 0.0, 0.0], [0.0, 0.0, 0.0], [0.0, 0.0, 0.0], [0.0, 0.0, 0.0], [0.0, 0.0, 0.0], [0.0, 0.0, 0.0], [0.0, 0.0, 0.0], [0.0, 0.0, 0.0], [0.0, 0.0, 0.0], [0.0, 0.0, 0.0], [0.0, 0.0, 0.0], [0.0, 0.0, 0.0], [0.0, 0.0, 0.0], [0.0, 0.0, 0.0], [0.0, 0.0, 0.0], [0.0, -0.1, 0.0], [0.0, 0.0, 0.0], [0.0, 0.0, 0.0], [0.0, 0.0, 0.0], [0.0, 0.0, 0.0], [0.0, 0.0, 0.0], [0.0, 0.0, 0.0], [0.0, 0.0, 0.0], [0.0, 0.0, 0.0], [0.0, 0.0, 0.0], [0.0, 0.0, 0.0], [0.0, 0.0, 0.0], [0.0, 0.0, 0.0], [0.0, 0.0, 0.0], [0.0, 0.0, 0.0], [0.0, 0.0, 0.0], [0.0, 0.0, 0.0], [0.0, 0.0, 0.0], [0.0, 0.0, 0.0], [0.0, 0.0, 0.0], [0.0, 0.0, 0.0], [0.0, 0.0, 0.0], [0.0, 0.0, 0.0], [0.0, 0.0, 0.0], [0.0, 0.0, 0.0], [0.0, 0.0, 0.0], [0.0, 0.0, 0.0], [0.0, 0.0, 0.0]], "e_above_lowest_kcal_mol": 0.0, "mol_weight_g_mol": 735.15, "spin_multiplicity": 2, "charge": 2, "s2": 0.90, "homo_lumo_gap_ev": [6.8905, 6.8594], "e_homo_ha": [-0.5002, -0.5000], "largest_force_ev_per_a": 0.1}

=====

{"formula": "C23H34ClFNO6S2SiV", "method": "the ωB97M-V functional and the def2-TZVPD basis", "symbols": ["V", "Cl", "C", "C", "C", "C", "O", "C", "C", "O", "C", "H", "H", "H", "H", "C", "Si", "C", "C", "N", "C", "C", "C", "C", "C", "C", "F", "H", "H", "H", "H", "H", "H", "H", "H", "H", "H", "H", "H", "H", "C", "C", "C", "S", "O", "C", "C", "C", "H", "H", "H", "H", "H", "H", "H", "H", "H", "H", "H", "H", "H", "H", "C", "S", "O", "O", "O", "H", "H", "H"], "coordinates": [[0.164175, 0.660984, -0.509598], [4.179829, -0.472466, 5.597322], [3.027753, -0.101030, 4.347467], [1.792809, 0.474226, 4.698582], [0.860149, 0.769547, 3.742827], [1.109784, 0.502275, 2.371521], [0.221079, 0.767744, 1.479733], [2.365846, -0.064275, 2.035169], [2.672526, -0.419107, 0.691903], [1.938283, -0.315535, -0.300856], [3.312338, -0.363145, 3.039256], [1.587320, 0.681353, 5.740799], [-0.089500, 1.213197, 4.011876], [3.664066, -0.860380, 0.527444], [4.257118, -0.814573, 2.762701], [-1.568476, -0.321340, -4.440132], [0.110858, -0.374381, -3.610927], [0.258001, -1.993369, -2.693414], [1.474218, -0.205234, -4.880228], [0.269735, 0.897369, -2.408563], [0.373756, 2.247188, -2.731898], [-0.047182, 2.857292, -3.919187], [0.060511, 4.228751, -4.096479], [0.583951, 5.047001, -3.104557], [1.015380, 4.478821, -1.911002], [0.909976, 3.120830, -1.789109], [1.314260, 2.505382, -0.600097], [-1.793831, -1.301942, -4.868086], [-1.637570, 0.410204, -5.246711], [-2.345293, -0.094908, -3.705567], [0.487786, -2.790134, -3.407290], [-0.682458, -2.247379, -2.201515], [1.048903, -1.988323, -1.941011], [1.357493, -0.953722, -5.667453], [2.448461, -0.359709, -4.411021], [1.483007, 0.779159, -5.351238], [-0.487235, 2.247068, -4.695728], [-0.284081, 4.668736, -5.023143], [0.653328, 6.115683, -3.249491], [1.433653, 5.066757, -1.105749], [-2.701460, -5.514473, 0.299638], [-1.266048, -5.852131, -0.087496], [-0.232738, -5.237585, 0.847876], [-0.262173, -3.418179, 0.727232], [1.151722, -2.943144, 0.879356], [-1.105724, -2.988280, 2.286304], [-0.146033, -2.784606, 3.450836], [0.513997, -4.051289, 3.976867], [-3.412879, -6.010477, -0.359896], [-2.888085, -4.440102, 0.232697], [-2.915338, -5.832730, 1.322781], [-1.066671, -5.518759, -1.108655], [-1.130406, -6.936541, -0.082202], [0.786672, -5.475592, 0.539159], [-0.365247, -5.566827, 1.877896], [-1.852778, -3.761569, 2.477072], [-1.627881, -2.057753, 2.057206], [-0.705232, -2.293695, 4.252602], [0.626638, -2.080778, 3.136126], [-0.226092, -4.818657, 4.219275], [1.077967, -3.836528, 4.884864], [1.211378, -4.459187, 3.245168], [-3.074771, 0.608045, 1.399414], [-2.488270, 0.599064, -0.260029], [-1.582681, 1.781159, -0.387884], [-3.607980, 0.553477, -1.143869], [-1.538096, -0.558237, -0.354767], [-3.683020, 1.500033, 1.532151], [-2.202944, 0.621900, 2.049769], [-3.681552, -0.282279, 1.548963]], "forces_ev_per_angstrom": [[-0.3, 0.3, 0.1], [0.0, 0.0, 0.0], [0.0, 0.0, 0.0], [0.1, 0.0, 0.0], [0.0, 0.0, -0.1], [0.1, 0.0, 0.0], [-0.1, 0.1, 0.1], [0.0, 0.0, 0.2], [0.1, -0.4, 0.0], [0.0, 0.3, -0.1], [0.0, 0.0, 0.0], [0.0, 0.0, 0.0], [0.0, 0.0, 0.0], [0.0, 0.0, 0.0], [0.0, 0.0, 0.0], [0.0, 0.0, 0.0], [-0.1, -0.1, 0.1], [0.0, 0.0, -0.1], [0.0, 0.0, 0.0], [0.1, 0.0, -0.1], [0.0, 0.0, 0.0], [0.0, 0.0, 0.0], [0.0, 0.0, 0.0], [0.0, 0.0, 0.0], [0.1, 0.0, 0.0], [-0.1, -0.1, 0.0], [0.0, 0.1, 0.0], [0.0, 0.0, 0.0], [0.0, 0.0, 0.0], [0.0, 0.0, 0.0], [0.0, 0.0, 0.0], [0.0, 0.0, 0.0], [0.0, 0.0, 0.0], [0.0, 0.0, 0.0], [0.0, 0.0, 0.0], [0.0, 0.0, 0.0], [0.0, 0.0, 0.0], [0.0, 0.0, 0.0], [0.0, 0.0, 0.0], [0.0, 0.0, 0.0], [0.0, 0.0, 0.0], [0.0, -0.1, 0.0], [0.1, 0.0, 0.0], [0.1, 0.1, -0.1], [-0.1, 0.0, 0.0], [0.0, 0.0, 0.0], [0.0, 0.0, 0.0], [0.0, 0.0, 0.0], [0.0, 0.0, 0.0], [0.0, 0.0, 0.0], [0.0, 0.0, 0.0], [0.0, 0.0, 0.0], [0.0, 0.0, 0.0], [0.0, 0.0, 0.0], [0.0, 0.0, 0.0], [0.0, 0.0, 0.0], [0.0, 0.0, 0.0], [0.0, 0.0, 0.0], [0.0, 0.0, 0.0], [0.0, 0.0, 0.0], [0.0, 0.0, 0.0], [0.0, 0.0, 0.0], [0.0, 0.0, 0.0], [0.1, -0.1, 0.0], [0.0, -0.1, 0.0], [0.1, 0.0, 0.0], [0.0, -0.1, -0.1], [0.0, 0.0, 0.0], [0.0, 0.0, 0.0], [0.0, 0.0, 0.0]], "e_above_lowest_kcal_mol": 0.0, "mol_weight_g_mol": 618.14, "spin_multiplicity": 3, "charge": 0, "s2": 2.02, "homo_lumo_gap_ev": [7.7351, 7.6437], "e_homo_ha": [-0.2958, -0.2971], "largest_force_ev_per_a": 0.5}